(1)
This record from OMol25 describes an isolated ion of composition C7H10N and charge +1. The level of theory is the ωB97M-V functional and the def2-TZVPD basis.

```
18
C7H10N (the ωB97M-V functional and the def2-TZVPD basis)
C -2.851 0.289 -0.947
C -2.097 1.159 -1.613
C -0.852 1.073 -1.263
N -0.316 0.149 -0.582
C 0.384 -1.142 -0.776
C 0.775 -0.152 0.294
C 0.623 -0.438 1.788
C 1.929 0.743 0.206
H -3.667 0.639 -0.344
H -3.335 -0.493 -1.508
H 1.140 -1.134 -1.599
H -0.238 -2.048 -0.602
H -0.293 -1.069 2.094
H 0.515 0.574 2.263
H 1.624 -0.874 2.052
H 2.826 0.126 0.616
H 1.733 1.621 0.831
H 2.099 0.979 -0.911
```

Summary:
* total charge: +1
* 2S+1: 1
* LUMO energy (alpha / beta): -6.053 / -6.054 eV
* SMILES string: C=C=C=[N+]1CC1(C)C
* HOMO level (alpha / beta): -14.667 / -14.667 eV
* Kohn-Sham gap (alpha / beta): 8.61 / 8.61 eV

***

(2)
This record from OMol25 describes C26H37Cl3N4O5S5Ti as an isolated structure. The level of theory is the ωB97M-V functional and the def2-TZVPD basis.

```
81
C26H37Cl3N4O5S5Ti (the ωB97M-V functional and the def2-TZVPD basis)
Ti 0.109 -0.857 0.062
C -1.707 3.005 0.971
C -2.520 3.171 -0.308
S -3.048 1.608 -1.057
C -2.410 1.731 -2.743
C -0.929 2.035 -2.902
S 0.235 0.847 -2.160
C 1.405 1.964 -1.344
C 0.828 2.856 -0.249
S -0.211 1.982 0.955
H -2.316 2.555 1.758
H -1.428 3.995 1.337
H -1.976 3.748 -1.055
H -3.414 3.746 -0.069
H -2.967 2.502 -3.278
H -2.667 0.782 -3.218
H -0.686 3.016 -2.500
H -0.698 2.066 -3.967
H 1.882 2.582 -2.106
H 2.168 1.306 -0.931
H 0.248 3.675 -0.676
H 1.659 3.310 0.289
O 2.515 -1.456 2.955
S 1.401 -1.159 2.132
O 0.860 -2.322 1.292
O 1.762 -0.216 0.932
O 0.200 -0.549 2.697
C -3.444 -3.714 0.450
C -3.720 -2.431 -0.325
C -4.189 -2.756 -1.737
C -4.763 -1.577 0.395
N -2.429 -1.704 -0.508
N -1.962 -1.023 0.661
H -4.376 -4.252 0.624
H -3.002 -3.521 1.432
H -2.771 -4.367 -0.108
H -5.076 -3.388 -1.704
H -3.410 -3.286 -2.290
H -4.452 -1.844 -2.283
H -5.727 -2.085 0.373
H -4.886 -0.607 -0.093
H -4.514 -1.417 1.447
H -2.574 -0.971 -1.196
H -1.947 -1.679 1.439
H -2.544 -0.232 0.928
Cl 4.301 -6.449 3.348
C 4.410 -5.530 1.887
C 3.464 -4.556 1.616
C 3.577 -3.826 0.446
C 4.615 -4.033 -0.459
C 4.735 -3.177 -1.698
C 3.705 -3.541 -2.773
N 2.336 -3.291 -2.331
C 1.403 -4.228 -1.936
C 0.353 -3.536 -1.431
N 0.626 -2.183 -1.524
C 1.831 -2.084 -2.071
O 4.571 -1.785 -1.471
C 5.162 -1.246 -0.282
C 6.564 -1.712 -0.024
C 7.598 -1.666 -0.911
Cl 7.541 -1.070 -2.520
S 9.062 -2.278 -0.263
C 8.303 -2.599 1.238
C 6.989 -2.259 1.223
C 5.544 -5.028 -0.151
Cl 6.880 -5.371 -1.208
C 5.451 -5.780 1.009
H 2.663 -4.352 2.314
H 2.844 -3.051 0.262
H 5.709 -3.352 -2.155
H 3.793 -4.598 -3.015
H 3.895 -2.960 -3.674
H 1.585 -5.285 -2.035
H -0.562 -3.893 -0.995
H 2.361 -1.174 -2.285
H 4.554 -1.475 0.595
H 5.128 -0.167 -0.436
H 8.867 -3.030 2.051
H 6.323 -2.393 2.066
H 6.187 -6.540 1.226
```

Summary:
* total charge: +1
* 2S+1: 2
* LUMO energy (alpha / beta): -3.036 / -2.692 eV
* HOMO level (alpha / beta): -10.574 / -10.574 eV
* Kohn-Sham gap (alpha / beta): 7.54 / 7.88 eV

***

(3)
This record from OMol25 describes an isolated molecule of CH2N2OS. The level of theory is the ωB97M-V functional and the def2-TZVPD basis.

```
7
CH2N2OS (the ωB97M-V functional and the def2-TZVPD basis)
C 0.946 -0.076 0.033
N 0.256 0.955 -0.239
N -0.900 1.224 0.059
O -1.797 0.245 0.096
S -1.390 -1.362 -0.092
H 1.547 -0.590 -0.819
H 1.337 -0.395 0.961
```

Summary:
* total charge: 0
* 2S+1: 1
* LUMO energy: -0.982 eV
* HOMO level: -8.564 eV
* Kohn-Sham gap: 7.58 eV

***

(4)
This record from OMol25 describes C7H13N as an isolated structure. The level of theory is the ωB97M-V functional and the def2-TZVPD basis.

```
21
C7H13N (the ωB97M-V functional and the def2-TZVPD basis)
C 0.528 0.820 -0.209
C 0.806 0.743 -1.692
C 0.819 -0.856 -1.809
C -0.200 -1.587 -0.882
C -0.878 -1.348 0.264
C -0.963 -0.374 1.482
C 0.015 1.851 0.940
H 1.235 0.106 0.372
H -0.517 0.523 -0.170
H 1.787 1.024 -1.950
H -0.021 1.106 -2.286
H 1.817 -1.229 -1.658
H 0.425 -1.206 -2.880
H -0.517 -2.588 -1.196
H -1.228 -2.474 0.514
H -0.705 -1.044 2.473
H -2.344 -0.058 1.613
H 0.562 0.785 2.608
H 0.637 2.510 1.841
H -0.894 2.484 0.755
N -0.363 0.811 1.871
```

Summary:
* total charge: 0
* 2S+1: 1
* LUMO energy: 0.879 eV
* HOMO level: -8.219 eV
* Kohn-Sham gap: 9.10 eV

***

(5)
This record from OMol25 describes an isolated molecule of C15H23NO3. The level of theory is the ωB97M-V functional and the def2-TZVPD basis.

```
42
C15H23NO3 (the ωB97M-V functional and the def2-TZVPD basis)
C 3.971 2.868 2.700
C 3.392 1.780 2.228
C 2.240 1.785 1.264
O 1.393 0.661 1.386
C 0.544 0.571 2.462
C 0.579 1.456 3.532
C -0.279 1.323 4.610
C -1.195 0.290 4.636
C -1.251 -0.590 3.573
C -0.402 -0.471 2.477
O -0.564 -1.453 1.534
C -0.214 -1.240 0.179
C -1.114 -0.174 -0.458
O -2.472 -0.531 -0.312
C -0.811 -0.015 -1.949
N -0.960 -1.292 -2.611
C -0.689 -1.307 -4.038
C -0.582 -2.765 -4.482
C -1.735 -0.569 -4.884
H 4.814 2.818 3.366
H 3.629 3.855 2.432
H 3.740 0.794 2.502
H 2.631 1.702 0.242
H 1.667 2.719 1.336
H 1.305 2.253 3.540
H -0.219 2.027 5.425
H -1.867 0.170 5.471
H -1.957 -1.406 3.567
H 0.836 -0.970 0.063
H -0.400 -2.198 -0.310
H -0.938 0.791 0.046
H -2.563 -0.970 0.543
H 0.223 0.323 -2.071
H -1.482 0.767 -2.341
H -1.898 -1.640 -2.433
H 0.286 -0.822 -4.177
H -1.544 -3.261 -4.373
H -0.276 -2.825 -5.523
H 0.146 -3.285 -3.867
H -1.785 0.482 -4.612
H -2.717 -1.014 -4.734
H -1.481 -0.636 -5.939
```

Summary:
* total charge: 0
* 2S+1: 1
* LUMO energy: 0.842 eV
* SMILES string: C=CCOc1ccccc1OC[C@H](O)CNC(C)C
* HOMO level: -8.285 eV
* Kohn-Sham gap: 9.13 eV

***

(6)
This record from OMol25 describes a 2-piece molecular cluster, C4H11S2 overall. The level of theory is the ωB97M-V functional and the def2-TZVPD basis.

```
17
C4H11S2 (the ωB97M-V functional and the def2-TZVPD basis)
C -1.069 -0.743 2.750
S -1.610 0.515 1.698
C -2.796 -0.297 0.567
H -0.326 -1.434 2.301
H -0.620 -0.353 3.713
H -1.902 -1.377 3.147
H -3.149 0.316 -0.133
H -3.712 -0.583 1.343
H -2.382 -1.202 0.244
C 0.666 -0.672 -2.570
C 1.172 0.445 -1.685
S 2.938 0.323 -1.306
H 1.058 -1.716 -2.401
H -0.495 -0.789 -2.593
H 0.823 -0.502 -3.661
H 1.043 1.508 -1.973
H 0.571 0.317 -0.646
```

Summary:
* total charge: -1
* 2S+1: 1
* LUMO energy: 2.964 eV
* HOMO level: -2.004 eV
* Kohn-Sham gap: 4.97 eV

***

(7)
This record from OMol25 describes a 2-piece molecular cluster, C7H12N5 overall. The level of theory is the ωB97M-V functional and the def2-TZVPD basis.

```
24
C7H12N5 (the ωB97M-V functional and the def2-TZVPD basis)
C 1.407 -1.821 -0.147
C -0.523 0.167 0.957
C 0.726 0.508 1.609
C -2.557 -0.547 0.413
C 1.522 1.104 -0.768
C -0.658 0.211 -0.591
C 0.217 -2.083 -0.832
N 2.320 -1.696 0.576
N -1.618 -0.236 1.481
N -2.014 0.077 -0.791
N 0.185 1.113 -1.279
N 1.239 1.588 0.621
H 0.464 0.776 2.691
H 1.583 -0.159 1.771
H -2.748 -1.562 0.156
H -3.492 -0.043 0.552
H 1.865 0.151 -0.650
H 2.058 1.854 -1.409
H 0.173 -2.231 -1.836
H -0.499 -2.730 -0.339
H -2.072 -0.273 -1.711
H -0.042 1.491 -2.205
H 0.476 2.280 0.570
H 1.986 2.059 1.163
```

Summary:
* total charge: +1
* 2S+1: 1
* LUMO energy (alpha / beta): -3.918 / -3.918 eV
* HOMO level (alpha / beta): -11.334 / -11.333 eV
* Kohn-Sham gap (alpha / beta): 7.42 / 7.41 eV

***

(8)
This record from OMol25 describes a 2-piece molecular cluster, C21H22O5 overall. The level of theory is the ωB97M-V functional and the def2-TZVPD basis.

```
48
C21H22O5 (the ωB97M-V functional and the def2-TZVPD basis)
C 0.473 -2.768 -3.667
C -0.261 -1.633 -3.020
O -0.366 -1.877 -1.602
C -0.897 -0.802 -0.983
C -1.005 -0.933 0.489
C -0.374 -2.022 1.204
C -0.465 -2.038 2.722
C -1.689 -2.041 3.391
C -1.724 -2.138 4.785
C -0.527 -2.233 5.505
C 0.698 -2.268 4.829
C 0.723 -2.196 3.437
O 0.223 -2.960 0.667
C -1.528 0.238 1.213
O -1.262 0.516 2.384
O -2.328 1.054 0.502
C -2.786 2.160 1.304
C -3.317 3.224 0.397
O -1.210 0.196 -1.626
H 0.465 -2.587 -4.743
H 1.518 -2.798 -3.347
H -0.002 -3.733 -3.477
H 0.287 -0.699 -3.182
H -1.273 -1.526 -3.430
H -2.609 -1.985 2.811
H -2.688 -2.118 5.295
H -0.549 -2.274 6.594
H 1.643 -2.346 5.368
H 1.657 -2.239 2.876
H -3.561 1.804 1.997
H -1.952 2.558 1.888
H -3.531 4.107 1.003
H -2.580 3.510 -0.358
H -4.247 2.923 -0.089
C 1.507 2.177 -1.008
C 0.941 2.174 -2.275
C 1.545 1.929 -3.502
C 2.872 1.608 -3.767
C 3.925 1.480 -2.869
C 3.910 1.644 -1.487
C 2.834 1.949 -0.660
H 0.822 2.414 -0.187
H -0.132 2.383 -2.309
H 0.878 1.979 -4.371
H 3.115 1.434 -4.822
H 4.896 1.220 -3.308
H 4.873 1.509 -0.981
H 3.058 2.021 0.411
```

Summary:
* total charge: 0
* 2S+1: 1
* LUMO energy: -2.861 eV
* HOMO level: -6.742 eV
* Kohn-Sham gap: 3.88 eV

***

ΔE to the lowest compared entry with this formula, charge and spin (computed, eV): 7.030 1.803 3.456 7.484 3.664 1.788 3.963 4.258
Total energy (computed, hartree): -326.94267 -5829.05873 -622.05065 -328.99642 -865.78643 -955.33721 -547.30855 -1189.49940